No. 1
Density functional theory data (ωB97M-V/def2-TZVPD) for C15H19ClN4O3ReS3 as an isolated structure.

Calculated values
Gap between HOMO and LUMO (alpha / beta) in eV: 5.4 / 6.0
E in eV: -75110.3080
Total charge: +2
Molar mass in u: 621.20
<S²>: 0.865
2S+1: 2

Last column: natural (NBO) charge in e.
CARTESIAN COORDINATES (ANGSTROEM)
Re (-0.232, 0.163, -0.797)  1.023
N (-0.568, -2.551, -0.210)  -0.615
N (-1.543, -3.154, -0.997)  -0.399
C (-2.189, -2.480, -1.951)  0.353
N (-3.133, -3.079, -2.666)  -0.727
S (-1.865, -0.845, -2.334)  -0.028
H (0.363, -2.925, -0.389)  0.409
H (-0.789, -2.594, 0.783)  0.409
H (-1.739, -4.148, -0.875)  0.411
H (-3.355, -4.060, -2.576)  0.428
H (-3.606, -2.562, -3.392)  0.443
O (1.517, -1.171, -1.043)  -0.564
N (2.552, -0.780, -1.755)  0.043
C (3.694, -1.483, -1.661)  0.036
C (4.803, -1.134, -2.389)  -0.196
C (4.719, -0.078, -3.296)  -0.125
C (3.539, 0.628, -3.390)  -0.192
C (2.460, 0.294, -2.571)  -0.005
S (1.002, 1.217, -2.542)  0.200
H (3.674, -2.314, -0.974)  0.251
H (5.721, -1.683, -2.253)  0.265
H (5.565, 0.180, -3.911)  0.260
H (3.418, 1.452, -4.076)  0.261
Cl (0.208, 1.544, 7.562)  0.090
C (0.097, 1.260, 5.882)  0.005
C (1.236, 1.397, 5.079)  -0.231
C (1.151, 1.160, 3.727)  -0.121
C (-0.065, 0.757, 3.163)  -0.223
C (-1.206, 0.631, 3.965)  -0.142
C (-1.129, 0.895, 5.313)  -0.221
C (-0.140, 0.485, 1.731)  0.772
O (0.760, 0.876, 0.931)  -0.647
O (-1.118, -0.141, 1.221)  -0.686
H (2.168, 1.705, 5.524)  0.248
H (2.011, 1.274, 3.083)  0.235
H (-2.144, 0.342, 3.516)  0.229
H (-2.011, 0.831, 5.933)  0.246
C (-3.309, 1.666, -0.195)  -0.735
S (-1.636, 2.201, -0.632)  0.471
C (-1.953, 2.785, -2.317)  -0.740
H (-3.729, 1.058, -0.991)  0.237
H (-3.911, 2.557, -0.035)  0.259
H (-3.246, 1.096, 0.729)  0.261
H (-2.729, 3.546, -2.271)  0.264
H (-2.269, 1.955, -2.942)  0.233
H (-1.042, 3.225, -2.712)  0.255

Atomic forces in eV per Å
Re 1.23 -0.85 -1.55
N 0.15 0.57 -0.04
N -0.20 -0.56 -0.04
C 0.10 -0.19 0.26
N 0.20 -0.09 0.09
S 0.41 1.08 0.36
H -0.26 0.03 -0.09
H -0.20 -0.06 -0.20
H 0.07 0.35 0.07
H 0.01 0.05 0.06
H 0.05 -0.03 0.04
O -1.25 0.34 0.81
N 0.33 0.54 -0.63
C 0.35 -0.33 0.17
C -0.20 0.14 -0.12
C -0.16 -0.10 0.08
C -0.08 -0.09 0.16
C 0.36 0.02 0.18
S -1.33 -0.71 1.37
H -0.08 0.03 0.06
H 0.01 -0.11 -0.01
H 0.10 0.09 -0.07
H 0.06 0.13 -0.01
Cl -0.02 0.04 0.13
C -0.03 -0.10 -0.68
C -0.21 0.05 0.34
C -0.33 -0.10 -0.30
C 0.06 0.04 0.15
C 0.31 -0.01 -0.32
C 0.21 0.12 0.35
C -0.01 0.22 1.68
O 0.17 0.11 -1.27
O -0.01 -0.10 -1.37
H 0.08 0.00 0.09
H 0.10 0.03 0.06
H -0.09 -0.04 0.02
H 0.00 -0.04 0.09
C 0.05 0.03 0.13
S -0.06 -0.45 -0.11
C 0.10 -0.12 0.12
H 0.01 -0.04 -0.04
H 0.02 0.04 -0.02
H 0.03 0.01 -0.02
H -0.01 0.03 0.06
H -0.08 -0.02 -0.06
H 0.04 0.05 0.04

No. 2
Density functional theory data (ωB97M-V/def2-TZVPD) for a 9-piece molecular cluster, C7H29NO8 overall.

Calculated values
Structure (SMILES): C/C=C/CN/C=C/C.O.O.O.O.O.O.O.O
Gap between HOMO and LUMO in eV: 8.0
E in eV: -25598.4379
Molar mass in u: 255.31

Last column: natural (NBO) charge in e.
CARTESIAN COORDINATES (ANGSTROEM)
C (0.523, 3.134, -0.097)  -0.674
C (1.014, 1.897, 0.560)  -0.186
C (0.544, 0.677, 0.325)  -0.213
C (1.014, -0.628, 0.911)  -0.289
N (-0.030, -1.539, 1.317)  -0.611
C (-0.842, -2.120, 0.349)  -0.019
C (-0.460, -2.370, -0.916)  -0.333
C (-1.008, -3.545, -1.690)  -0.639
H (-0.185, 2.900, -0.900)  0.230
H (1.367, 3.640, -0.580)  0.221
H (-0.022, 3.922, 0.430)  0.217
H (1.693, 2.022, 1.396)  0.214
H (-0.287, 0.549, -0.370)  0.175
H (1.666, -0.453, 1.766)  0.178
H (1.640, -1.117, 0.152)  0.264
H (-0.569, -1.316, 2.145)  0.400
H (-1.882, -2.319, 0.589)  0.205
H (0.353, -1.904, -1.452)  0.209
H (-1.803, -3.382, -2.424)  0.205
H (-1.391, -4.315, -1.018)  0.208
H (-0.194, -4.054, -2.208)  0.215
O (-2.456, 1.950, 1.829)  -0.959
H (-1.717, 1.760, 1.243)  0.482
H (-2.548, 2.905, 1.876)  0.479
O (1.050, 0.344, -2.750)  -0.973
H (0.165, 0.408, -2.369)  0.502
H (0.992, 0.975, -3.479)  0.474
O (1.045, 1.296, 3.485)  -0.938
H (1.178, 0.353, 3.341)  0.467
H (1.575, 1.475, 4.271)  0.475
O (-1.797, -0.516, 3.732)  -0.950
H (-1.437, 0.366, 3.560)  0.495
H (-1.236, -0.904, 4.410)  0.467
O (3.014, -1.992, -1.260)  -0.951
H (2.706, -2.270, -2.130)  0.467
H (3.501, -1.189, -1.513)  0.487
O (-3.123, -0.211, -0.880)  -0.963
H (-2.364, -0.800, -0.739)  0.481
H (-3.104, 0.274, -0.043)  0.486
O (3.695, 0.882, -2.035)  -0.961
H (3.029, 0.657, -2.701)  0.488
H (3.186, 1.027, -1.231)  0.479
O (-1.727, 1.581, -2.462)  -0.989
H (-2.226, 0.774, -2.236)  0.503
H (-2.207, 1.973, -3.196)  0.476

Atomic forces in eV per Å
C -0.31 0.51 -1.59
C -0.59 -0.07 1.10
C -0.51 -0.14 -0.08
C 0.59 0.23 -0.12
N -1.43 0.13 -0.05
C 0.99 0.38 -0.69
C -0.46 -0.41 -0.82
C -0.73 -0.45 0.02
H 0.20 -0.28 -0.10
H -0.06 0.05 0.04
H 0.38 -0.34 0.90
H 0.37 -0.02 -0.24
H 0.13 0.13 -0.15
H 0.18 0.00 -0.06
H -0.17 -0.13 0.25
H 0.17 0.45 -0.01
H 0.32 -0.88 0.82
H 0.56 0.12 0.69
H 0.13 0.34 -0.07
H -0.13 0.11 0.14
H 0.10 0.21 -0.11
O -0.21 -0.44 0.10
H 0.29 0.29 -0.02
H 0.13 0.05 -0.13
O -0.12 0.06 -0.47
H 0.00 0.07 0.04
H -0.06 -0.06 0.01
O 0.05 -0.12 0.54
H -0.04 0.03 -0.09
H -0.09 0.13 0.00
O 0.17 -0.08 -0.20
H -0.13 0.06 0.08
H -0.02 0.10 0.12
O 0.29 0.20 -0.60
H -0.20 -0.29 0.16
H 0.10 0.10 0.34
O 0.40 -0.10 0.40
H 0.03 -0.39 -0.36
H -0.44 0.33 -0.08
O 0.40 -0.22 -0.14
H -0.04 0.11 0.45
H -0.24 0.08 -0.07
O 0.17 -0.27 -0.18
H -0.21 0.35 0.30
H 0.01 0.04 -0.06

No. 3
Density functional theory data (ωB97M-V/def2-TZVPD) for a 2-piece molecular cluster, C3H8O2 overall.

Calculated values
Gap between HOMO and LUMO (alpha / beta) in eV: 8.5 / 4.1
E in eV: -7324.0590
Total charge: +1
Molar mass in u: 76.09
<S²>: 0.764
2S+1: 2

Last column: natural (NBO) charge in e.
CARTESIAN COORDINATES (ANGSTROEM)
C (0.707, -1.167, -1.761)  -0.151
O (1.688, -1.967, -0.992)  -0.514
C (0.078, -0.209, -0.750)  -0.002
C (0.418, 1.106, -0.846)  -0.086
H (0.014, -1.953, -2.126)  0.262
H (1.233, -0.550, -2.615)  0.229
H (2.440, -1.471, -0.668)  0.499
H (-0.612, -0.515, 0.024)  0.259
H (-0.094, 1.862, -0.198)  0.250
H (1.301, 1.563, -1.436)  0.253
H (-3.015, 1.588, 3.561)  0.473
H (-1.855, 0.500, 3.637)  0.459
O (-2.303, 1.214, 4.168)  -0.931

Atomic forces in eV per Å
C 1.24 -0.32 -0.89
O -2.03 0.90 -0.38
C 0.89 -1.02 -1.00
C 1.44 2.81 0.69
H 0.37 0.85 -0.01
H -1.11 -1.45 1.60
H 0.52 0.58 -0.01
H 0.14 -0.48 0.06
H 0.13 -0.67 -0.85
H -1.54 -1.19 0.77
H 1.41 -0.83 1.23
H -0.84 1.10 0.86
O -0.59 -0.28 -2.07

Values for largest force on an atom, eV/A, ordered as above
2.15, 1.70, 3.23